1.
Computed, not measured: C15H35EuN4O9P as an isolated structure, with wB97M-V/def2-TZVPD.

Values from the calculation:
E_tot, eV: -69117.8127
<S²>: 15.907
Kohn-Sham gap (alpha / beta), eV: 4.3812 / 4.0004
F_max, eV/A: 4.6
LUMO level (alpha / beta), eV: -1.70 / -2.02

Geometry as ORCA input:
```
! wB97M-V def2-TZVPD RIJCOSX def2/J DEFGRID3
* xyz 0 8
O -4.634 -0.403 -3.171
H -3.964 -0.169 -3.838
Eu -0.555 -0.527 -1.362
N -2.271 0.026 0.078
N -0.672 1.801 -1.069
N 0.082 -2.562 -0.684
N 1.671 -0.599 -1.689
O -2.977 -0.796 0.693
O -0.753 -3.649 -0.300
O 2.476 0.467 -2.111
O 0.128 2.333 -1.945
C -2.021 2.075 -1.130
C -2.868 1.148 -0.456
C 1.394 -2.826 -0.825
C 2.268 -1.760 -1.367
C -4.313 1.267 -0.220
H -4.851 0.448 -0.678
H -4.723 2.185 -0.601
H -4.508 1.209 0.845
C -2.460 3.312 -1.788
H -2.302 3.312 -2.859
H -1.894 4.146 -1.398
H -3.503 3.495 -1.606
C 1.951 -4.129 -0.432
C 3.720 -1.982 -1.542
H 1.141 -4.829 -0.356
H 2.448 -4.107 0.530
H 2.678 -4.512 -1.130
H 4.221 -1.035 -1.622
H 3.947 -2.540 -2.443
H 4.185 -2.534 -0.739
H -1.635 -3.314 -0.099
H 1.889 1.266 -2.123
C -0.885 -0.846 -3.619
H -1.851 -1.009 -4.042
H -0.183 -1.712 -3.556
H -0.394 0.109 -3.885
O -3.956 -3.271 -1.591
H -4.598 -2.687 -2.055
H -3.152 -3.141 -2.090
C 3.033 -1.706 3.046
C 1.639 -1.462 3.565
O 1.158 -0.111 3.226
P 0.547 0.004 1.648
O 1.712 0.763 0.796
C 2.405 2.063 0.841
C 3.148 2.337 2.118
O -0.603 1.126 1.711
C -0.533 2.508 1.990
C -1.812 2.906 2.676
H 3.754 -0.988 3.450
H 3.357 -2.712 3.322
H 3.072 -1.652 1.950
H 0.979 -2.199 3.093
H 1.549 -1.563 4.645
H 3.089 1.972 0.002
H 1.701 2.873 0.606
H 4.072 1.753 2.218
H 3.453 3.391 2.113
H 2.502 2.172 2.985
H 0.330 2.711 2.635
H -0.407 3.067 1.054
H -1.904 2.454 3.672
H -1.803 3.991 2.812
H -2.709 2.646 2.101
*
```

---

2.
Computed, not measured: a 8-piece molecular cluster, C24H64O8 overall, with wB97M-V/def2-TZVPD.

Values from the calculation:
E_tot, eV: -42296.0511
Kohn-Sham gap, eV: 9.0759
Energy above the lowest of the compared OMol25 structures with the same formula, charge and spin, kcal per mole: 242.3
F_max, eV/A: 12.7
LUMO level, eV: 0.30

Geometry as ORCA input:
```
! wB97M-V def2-TZVPD RIJCOSX def2/J DEFGRID3
* xyz 0 1
C -3.541 2.264 2.817
C -3.344 2.413 1.344
C -2.174 3.317 0.919
O -3.192 1.287 0.803
H -2.876 1.477 3.246
H -4.583 1.938 2.883
H -3.348 3.265 3.132
H -4.226 2.905 0.977
H -2.134 4.298 1.374
H -2.098 3.464 -0.181
H -1.176 2.925 1.267
H -3.871 1.237 0.140
C 3.713 -3.101 0.651
C 3.646 -2.024 -0.429
C 4.982 -1.952 -1.197
O 2.807 -2.251 -1.339
H 2.828 -3.090 1.327
H 4.633 -2.856 1.179
H 3.866 -4.053 0.194
H 3.437 -1.065 0.020
H 5.097 -0.998 -1.682
H 5.194 -2.637 -2.041
H 5.817 -1.885 -0.526
H 2.555 -1.385 -1.686
C -4.311 -1.684 2.212
C -4.173 -2.493 3.511
C -3.177 -1.796 4.452
O -5.217 -2.639 4.193
H -4.384 -0.595 2.395
H -5.203 -2.000 1.600
H -3.392 -1.787 1.617
H -3.763 -3.495 3.268
H -3.474 -0.714 4.491
H -2.138 -1.793 4.041
H -3.157 -2.284 5.412
H -6.023 -2.543 3.696
C 0.718 -0.775 2.903
C 0.109 0.215 1.919
C 1.151 0.681 0.962
O -0.848 -0.228 1.259
H 1.549 -0.312 3.338
H 1.057 -1.592 2.207
H -0.073 -1.104 3.601
H -0.250 1.174 2.390
H 1.519 -0.122 0.306
H 1.941 1.072 1.557
H 0.884 1.550 0.319
H -1.573 0.349 1.324
C -0.368 -3.905 0.068
C -0.258 -4.526 1.471
C -1.129 -3.859 2.418
O -0.420 -5.768 1.590
H -0.819 -4.595 -0.651
H 0.582 -3.623 -0.248
H -0.916 -2.924 0.016
H 0.813 -4.430 1.783
H -2.130 -3.984 2.052
H -1.050 -2.818 2.304
H -1.035 -4.121 3.466
H 0.001 -6.115 2.446
C 3.769 1.551 -1.906
C 3.316 0.870 -3.187
C 4.469 0.516 -4.082
O 2.674 -0.176 -3.080
H 2.915 1.807 -1.255
H 4.207 2.528 -2.000
H 4.435 0.898 -1.462
H 2.663 1.444 -3.769
H 5.257 1.259 -3.864
H 4.334 0.535 -5.155
H 4.859 -0.518 -3.879
H 1.764 -0.041 -3.434
C -2.366 -0.805 -1.584
C -0.979 -0.498 -2.016
C -0.691 0.948 -1.985
O -0.108 -1.080 -1.363
H -2.393 -1.304 -0.624
H -2.828 -1.364 -2.360
H -2.942 0.121 -1.532
H -0.886 -0.675 -3.087
H -0.880 1.435 -0.996
H -1.328 1.454 -2.720
H 0.335 1.033 -2.255
H -0.123 -0.777 -0.425
C 0.541 5.920 -3.950
C 1.069 5.026 -2.794
C -0.157 4.483 -1.964
O 1.839 4.048 -2.992
H -0.339 5.612 -4.468
H 1.355 6.117 -4.704
H 0.124 6.814 -3.533
H 1.657 5.643 -2.114
H -0.958 4.211 -2.710
H -0.585 5.177 -1.283
H 0.154 3.603 -1.364
H 2.770 4.279 -2.984
*
```

---

3.
Computed, not measured: C33H14Cl92N2O3P as an isolated structure, with wB97M-V/def2-TZVPD.

Values from the calculation:
E_tot, eV: -1204892.0986
Kohn-Sham gap, eV: 6.0318
Energy above the lowest of the compared OMol25 structures with the same formula, charge and spin, kcal per mole: 243.1
F_max, eV/A: 10.1
LUMO level, eV: -5.43

Geometry as ORCA input:
```
! wB97M-V def2-TZVPD RIJCOSX def2/J DEFGRID3
* xyz 1 1
C 2.014 -5.698 2.691
C 1.480 -5.174 1.476
C 0.496 -4.407 0.384
C -0.723 -5.252 -0.286
N -1.635 -4.567 -1.231
N -1.417 -3.259 -1.502
O -2.350 -2.714 -2.355
C -3.708 -2.900 -1.822
C -4.696 -1.576 -2.083
C -4.360 -0.407 -0.938
O -6.080 -2.042 -1.750
C -0.377 -2.268 -1.077
P -0.368 -0.466 -1.730
C -0.740 0.809 -0.346
O 1.315 -0.150 -2.197
C 0.767 -2.836 0.003
H 2.303 -6.154 3.756
H -0.832 -6.393 0.019
H -4.208 -3.775 -2.459
H -3.768 -3.114 -0.673
H -4.611 -1.171 -3.185
H -5.176 0.438 -0.897
H -3.301 0.065 -1.197
H -4.343 -0.945 0.119
H -6.046 -2.494 -0.836
H 0.248 1.123 0.243
H -1.256 1.799 -0.766
H -1.461 0.267 0.437
H 1.890 -0.732 -1.599
H 1.639 -2.159 0.423
C -1.180 3.059 3.118
Cl -2.062 3.524 4.594
Cl -2.285 3.119 1.721
Cl 0.173 4.188 2.853
Cl -0.545 1.404 3.302
C 5.120 -2.856 3.589
Cl 5.958 -3.897 4.768
Cl 3.684 -3.704 2.963
Cl 4.617 -1.343 4.385
Cl 6.222 -2.479 2.241
C -5.680 5.732 1.414
Cl -5.152 5.016 2.958
Cl -5.563 4.510 0.122
Cl -7.368 6.281 1.561
Cl -4.636 7.120 1.015
C 4.432 2.210 -3.408
Cl 4.739 0.861 -2.285
Cl 2.738 2.151 -3.958
Cl 4.732 3.756 -2.575
Cl 5.518 2.071 -4.813
C 6.232 4.940 -7.368
Cl 6.047 6.166 -8.648
Cl 7.870 5.047 -6.675
Cl 5.025 5.231 -6.089
Cl 5.984 3.317 -8.060
C -6.668 1.204 -4.777
Cl -5.239 0.761 -5.744
Cl -7.867 2.006 -5.822
Cl -7.386 -0.266 -4.070
Cl -6.182 2.314 -3.471
C 1.233 2.255 6.924
Cl 2.054 2.403 8.498
Cl 0.569 3.838 6.449
Cl 2.400 1.706 5.695
Cl -0.092 1.070 7.055
C -11.367 1.378 -3.714
Cl -11.990 2.294 -5.110
Cl -9.986 2.248 -3.001
Cl -12.655 1.205 -2.495
Cl -10.839 -0.237 -4.252
C 6.345 2.247 3.434
Cl 5.723 3.164 2.039
Cl 7.727 3.117 4.148
Cl 5.058 2.075 4.653
Cl 6.874 0.633 2.896
C 4.245 6.067 4.994
Cl 5.083 5.026 6.172
Cl 2.809 5.219 4.368
Cl 3.742 7.580 5.790
Cl 5.347 6.444 3.645
C 8.745 -6.495 2.913
Cl 9.567 -6.346 4.487
Cl 8.081 -4.912 2.437
Cl 9.912 -7.044 1.683
Cl 7.420 -7.679 3.044
C -0.255 -2.966 7.642
Cl -1.446 -1.649 7.497
Cl 0.658 -2.776 9.161
Cl -1.101 -4.534 7.650
Cl 0.870 -2.904 6.262
C 4.545 -1.333 -6.625
Cl 4.361 -0.107 -7.905
Cl 6.183 -1.226 -5.931
Cl 3.339 -1.042 -5.346
Cl 4.298 -2.956 -7.317
C -15.555 0.752 -6.040
Cl -16.746 2.068 -6.186
Cl -14.642 0.942 -4.522
Cl -16.401 -0.816 -6.033
Cl -14.430 0.813 -7.421
C -20.546 1.985 -7.552
Cl -20.857 3.252 -6.339
Cl -22.011 0.992 -7.762
Cl -20.115 2.743 -9.106
Cl -19.202 0.953 -7.002
C 4.489 -6.736 -5.016
Cl 5.576 -7.815 -4.105
Cl 5.338 -5.214 -5.387
Cl 4.001 -7.530 -6.535
Cl 3.043 -6.386 -4.037
C 10.489 6.477 3.807
Cl 8.712 6.595 3.849
Cl 11.199 8.058 4.223
Cl 11.032 5.254 4.983
Cl 11.014 6.003 2.171
C -0.311 7.456 5.294
Cl -1.502 8.772 5.148
Cl 0.602 7.646 6.812
Cl -1.156 5.887 5.301
Cl 0.814 7.517 3.913
C -8.411 2.043 2.219
Cl -9.635 0.978 2.954
Cl -8.214 3.503 3.221
Cl -6.856 1.179 2.116
Cl -8.938 2.513 0.583
C 9.589 -7.185 -3.373
Cl 8.673 -5.864 -4.141
Cl 8.724 -8.724 -3.610
Cl 11.207 -7.293 -4.113
Cl 9.754 -6.858 -1.630
C -12.011 -2.189 3.596
Cl -11.703 -3.537 4.719
Cl -13.704 -2.248 3.046
Cl -11.710 -0.642 4.428
Cl -10.925 -2.327 2.190
C 15.289 -6.055 -3.938
Cl 14.373 -4.734 -4.705
Cl 14.424 -7.595 -4.174
Cl 16.907 -6.164 -4.677
Cl 15.454 -5.729 -2.194
C 11.089 1.241 6.745
Cl 12.519 0.798 5.778
Cl 9.890 2.043 5.699
Cl 10.372 -0.229 7.451
Cl 11.576 2.351 8.050
*
```

---

4.
Computed, not measured: a 2-piece molecular cluster, C3H8O2P overall, with wB97M-V/def2-TZVPD.

Values from the calculation:
E_tot, eV: -16621.0340
<S²>: 2.011
Kohn-Sham gap (alpha / beta), eV: 5.3746 / 6.0334
Energy above the lowest of the compared OMol25 structures with the same formula, charge and spin, kcal per mole: 19.5
F_max, eV/A: 5.4
LUMO level (alpha / beta), eV: 4.30 / 2.49

Geometry as ORCA input:
```
! wB97M-V def2-TZVPD RIJCOSX def2/J DEFGRID3
* xyz -1 3
C 1.478 -0.215 -0.002
C -0.442 1.152 -1.136
C -0.025 0.057 -0.060
O -2.315 0.114 1.317
O -0.330 -1.498 1.921
P -0.870 0.127 1.524
H 1.721 -0.479 -0.954
H 1.910 0.713 0.344
H 1.756 -0.852 0.774
H -1.432 0.790 -1.489
H 0.388 1.232 -1.851
H -0.562 2.180 -0.526
H -0.713 -1.522 -0.968
H -0.564 -1.799 1.106
*
```